# 1
DFT (ωB97M-V/def2-TZVPD) results for 2 unconnected molecules or ions with the total composition C3H8S.

Last column: natural (NBO) charge in e.
Cartesian coordinates (Å):
C -0.3838 -0.3195 -1.1669  -0.533
C 0.4539 -0.6796 0.0643  -0.413
S -2.3405 1.0605 0.8127  -0.148
C 0.7343 0.5761 0.8725  -0.577
H 0.0438 0.3580 -1.8347  0.208
H -1.3329 0.1659 -0.7348  0.180
H -0.6846 -1.1863 -1.7471  0.221
H 1.4186 -1.2558 -0.2271  0.218
H -0.1766 -1.3672 0.6674  0.212
H 1.2450 0.3075 1.8467  0.221
H 1.2746 1.3174 0.3375  0.209
H -0.2518 1.0231 1.1096  0.202

Forces on atoms 1 to 3 (eV/Å):
C -0.79 -1.10 1.75
C 0.63 -0.81 -0.65
S -0.02 -0.04 -0.23

ΔE to the lowest compared entry with this formula, charge and spin: 3.914 eV
Gap between HOMO and LUMO: 6.25 eV
LUMO: -3.00 eV
Calculated total energy: -517.136752 hartree
Highest occupied orbital energy: -9.25 eV

***

# 2
DFT (ωB97M-V/def2-TZVPD) results for a molecular structure, C30H27AsIrNOS9.

Last column: Mulliken spin population.
Cartesian coordinates (Å):
Ir -1.7655 -1.9656 -0.8170  0.130
S -7.2386 -2.6124 3.9459  0.000
C -6.0208 -2.4786 2.8409  0.001
S -5.2744 -0.9823 2.4199  0.000
C -4.1691 -1.6123 1.2220  0.006
C -4.1822 -2.9440 1.0387  -0.013
S -3.1358 -3.7437 -0.0816  0.047
S -5.3381 -3.8280 2.0034  -0.001
S -3.1391 -0.5490 0.3228  0.003
O 0.8658 -5.6405 -5.9331  0.015
C 0.3914 -5.0281 -5.0191  0.006
S -0.9612 -3.8859 -5.2018  0.003
C -1.0378 -3.4131 -3.5211  0.050
C -0.1575 -4.0059 -2.6613  0.071
S -0.2039 -3.6696 -1.0062  0.297
S 0.9704 -5.1536 -3.3411  0.005
S -2.2010 -2.3072 -2.9830  0.299
C -2.8205 2.3107 4.8587  0.002
C -1.9571 1.6684 3.8060  -0.004
C -1.5994 2.3470 2.6509  0.001
C -0.8335 1.7489 1.6550  -0.001
C -0.5357 2.5415 0.4127  0.002
C -0.3904 0.4352 1.8270  0.026
As 0.4842 -0.6359 0.4268  -0.013
N -0.5315 -0.2937 -1.0487  0.071
C -0.5284 0.6193 -2.0839  -0.033
C 0.6019 1.3700 -2.4526  0.013
C 0.5385 2.3099 -3.4696  0.001
C -0.6391 2.5402 -4.1670  0.005
C -1.7621 1.7990 -3.8228  -0.002
C -1.7134 0.8620 -2.8053  0.004
C 2.2991 0.1522 0.1522  0.010
C 2.9524 1.1003 0.9552  0.005
C 2.4559 1.5870 2.2963  -0.003
C 4.1834 1.6112 0.5362  -0.006
C 4.8107 1.1861 -0.6203  0.006
C 6.1165 1.7823 -1.0735  -0.002
C 4.2070 0.1653 -1.3421  -0.008
C 2.9780 -0.3622 -0.9728  0.007
C 2.4025 -1.4723 -1.8116  0.007
C -0.7292 -0.2626 2.9960  -0.002
C -0.3416 -1.7025 3.2442  0.003
C -1.5060 0.3651 3.9631  0.002
H -3.0403 3.3487 4.6095  0.000
H -2.3319 2.2888 5.8347  0.000
H -3.7687 1.7776 4.9561  0.000
H -1.9415 3.3676 2.5059  0.000
H -0.6094 3.6113 0.6154  0.000
H -1.2485 2.3002 -0.3781  -0.001
H 0.4589 2.3305 0.0183  0.000
H 1.5383 1.2147 -1.9398  0.001
H 1.4330 2.8693 -3.7206  0.000
H -0.6816 3.2817 -4.9544  0.001
H -2.6969 1.9559 -4.3491  0.000
H -2.6057 0.3215 -2.5244  -0.001
H 1.9754 0.7976 2.8672  0.000
H 1.7337 2.3979 2.1996  0.001
H 3.3014 1.9609 2.8754  0.000
H 4.6667 2.3621 1.1543  0.000
H 6.4522 2.5623 -0.3904  0.000
H 6.0173 2.2204 -2.0685  0.000
H 6.8978 1.0211 -1.1304  0.000
H 4.6988 -0.2257 -2.2277  0.000
H 3.1110 -1.7748 -2.5827  0.000
H 1.4722 -1.1710 -2.3007  -0.010
H 2.1692 -2.3425 -1.1962  0.002
H 0.6152 -1.9703 2.8022  -0.001
H -1.0910 -2.3739 2.8121  -0.001
H -0.2916 -1.8971 4.3160  0.000
H -1.7786 -0.1875 4.8578  -0.001

Forces on atoms 1 to 3 (eV/Å):
Ir -1.30 -0.81 -0.08
S 0.05 -0.01 -0.02
C -0.02 -0.02 0.08

ΔE to the lowest compared entry with this formula, charge and spin: 0.130 eV
Gap between HOMO and LUMO (alpha / beta): 5.95 / 5.01 eV
LUMO (alpha / beta): 1.51 / 0.49 eV
Net charge: -1
Calculated total energy: -7213.355239 hartree
⟨S²⟩: 0.7619
Spin multiplicity: 2
Highest occupied orbital energy (alpha / beta): -4.44 / -4.52 eV

***

# 3
DFT (ωB97M-V/def2-TZVPD) results for a molecular structure, C15H16Br2F3PbS5SbSe5Te.

Last column: natural (NBO) charge in e.
Cartesian coordinates (Å):
Pb -0.4666 0.6458 -0.7997  0.728
Br -2.1032 2.2662 2.0826  0.034
C -0.4619 3.2671 2.1960  -0.522
Br 0.8310 2.4117 3.3586  -0.023
H -0.6952 4.2428 2.5973  0.238
H -0.0366 3.3261 1.1976  0.284
S 0.4695 -2.0668 1.6435  -0.075
S 1.1975 -3.3413 0.1975  -0.021
S 2.1524 -2.2516 -1.2024  0.012
S 0.7722 -1.5829 -2.6779  -0.205
Te -0.9988 -3.1440 -2.7743  0.610
C 0.0679 -4.7159 -3.6474  -0.551
C 0.8279 -5.6576 -3.0083  -0.266
C 1.4499 -6.5656 -3.9041  -0.267
C 1.1471 -6.2977 -5.2073  -0.433
S 0.1204 -4.9432 -5.3461  0.487
H 0.9359 -5.6892 -1.9333  0.233
H 2.0936 -7.3765 -3.5947  0.218
H 1.4810 -6.8296 -6.0839  0.231
F -2.0493 0.0934 -3.5419  -0.388
C -2.3033 0.6978 -2.3300  0.585
F -3.0052 1.7971 -2.6101  -0.335
F -3.2261 -0.1771 -1.7334  -0.412
Se -0.2927 4.6133 -4.2614  -0.814
Sb 0.1428 4.9397 -1.9039  1.115
Se -1.7573 5.1476 -0.4063  -0.864
Se 2.0806 6.2638 -1.2798  -0.841
Se 1.1794 2.5913 -1.0790  -0.832
C -4.6474 -4.7212 5.8359  -0.623
C -3.9254 -4.0411 4.7038  -0.010
C -3.0639 -4.7417 3.8751  -0.231
C -2.3833 -4.1266 2.8272  -0.030
C -1.5197 -4.9683 1.9313  -0.643
C -2.5593 -2.7558 2.6252  -0.147
Se -1.6608 -1.7458 1.2351  0.271
C -3.4590 -2.0290 3.4215  -0.019
C -3.7397 -0.5575 3.2345  -0.646
C -4.1227 -2.6912 4.4475  -0.227
H -4.3829 -5.7771 5.8926  0.207
H -5.7299 -4.6503 5.7122  0.213
H -4.3983 -4.2597 6.7936  0.215
H -2.9207 -5.8061 4.0332  0.194
H -1.7895 -6.0203 2.0287  0.205
H -0.4624 -4.8647 2.1798  0.224
H -1.6366 -4.6723 0.8866  0.234
H -3.5778 -0.2051 2.2194  0.235
H -3.0984 0.0434 3.8831  0.243
H -4.7774 -0.3464 3.4944  0.211
H -4.8184 -2.1275 5.0619  0.199

Forces on atoms 1 to 3 (eV/Å):
Pb 0.08 0.38 0.20
Br 0.06 -0.02 -0.05
C 0.05 0.15 -0.04

ΔE to the lowest compared entry with this formula, charge and spin: 2.579 eV
Gap between HOMO and LUMO: 4.10 eV
LUMO: 2.87 eV
Net charge: -2
Calculated total energy: -20728.175620 hartree
Highest occupied orbital energy: -1.23 eV

***

# 4
DFT (ωB97M-V/def2-TZVPD) results for a single C2H6N2O molecule.

Last column: natural (NBO) charge in e.
Cartesian coordinates (Å):
C -1.3829 -0.5518 -0.1428  -0.447
C 0.2282 1.2241 0.0622  0.230
H -0.8486 -1.0556 -1.0858  0.183
H -2.4295 -0.3073 -0.1668  0.209
H -1.3792 -1.4099 0.5810  0.203
H 0.5629 2.3666 0.1214  0.200
H 2.2306 0.6210 -0.3910  0.370
H 1.7041 -0.9208 1.0608  0.453
N -0.9954 0.7255 0.1574  -0.506
N 1.2539 0.3331 -0.2679  -0.380
O 1.0559 -1.0248 0.0715  -0.515

Forces on atoms 1 to 3 (eV/Å):
C -0.69 -3.49 -1.66
C -1.79 -1.75 -0.31
H -1.58 1.30 1.46

ΔE to the lowest compared entry with this formula, charge and spin: 5.597 eV
Gap between HOMO and LUMO: 8.78 eV
LUMO: 0.27 eV
Calculated total energy: -264.381640 hartree
Highest occupied orbital energy: -8.50 eV